The following is a DFT calculation (wB97M-V/def2-TZVPD) of 2 unconnected molecules or ions with the total composition C9H16NO in a non-equilibrium geometry.

The multiplicity is 1. The calculation puts the energy relative to the best compared isomer or geometry (same formula, charge and spin) at 72.1 kcal/mol. Its LUMO energy is -3.7 eV. The calculated total energy comes out at -482.1779 Eh. Its total charge is +1.

Structure (XYZ):
```
27
Properties=species:S:1:pos:R:3:forces:R:3:mulliken_charge:R:1
C -0.4356 0.5013 -1.7270 -0.2755 -1.1244 -2.0045 -0.11
C 0.4907 -0.6624 -1.4730 1.2846 -1.1536 -2.3267 -1.10
N 0.2202 1.5948 -2.6280 -1.0572 0.6629 -1.2522 -0.33
H -1.2614 -0.0154 -2.4406 1.1657 1.9699 2.2984 0.25
H -0.6290 1.0225 -0.7864 -0.9587 -0.3282 -0.4060 0.12
H 1.4770 -0.4097 -0.9336 -2.0396 -0.6013 -0.3272 0.37
H 0.8797 -1.0412 -2.5397 -1.0014 0.4673 2.1145 0.49
H -0.0669 2.5534 -2.2477 0.6749 -1.5283 -0.9361 0.37
H 1.2589 1.5200 -2.6763 -0.8693 0.1150 0.1500 0.36
H -0.1760 1.4789 -3.6341 1.0440 0.5359 2.0974 0.40
H -0.2470 -1.4590 -1.0586 2.1443 1.1782 -0.3710 0.18
C 0.8348 1.8890 1.4353 4.2286 4.8480 -0.0513 -1.28
C -1.0466 0.4166 1.5537 -0.1149 -0.2623 -0.2819 -0.68
C 0.3110 0.6011 1.5454 -0.3069 -3.6629 -0.8167 0.76
C -1.5934 -0.7939 1.2338 -3.2333 -0.1310 0.1393 -0.31
C 1.1600 -0.5618 1.4829 -5.2640 -1.2844 0.3731 -1.07
C -0.8309 -1.9017 1.1750 2.7073 -2.9997 1.2376 0.40
C 0.5691 -1.8526 1.4442 -0.2713 2.6054 0.3935 -0.34
O -1.1366 -3.2365 1.1072 -1.9336 -0.8928 -0.8429 -0.53
H -1.7989 1.1450 1.7567 0.1623 1.1384 -0.0606 0.43
H -2.7140 -0.7852 1.1635 1.1784 -0.5933 0.0052 0.32
H 0.7342 2.5918 0.5103 -1.1321 -1.1032 1.5287 0.11
H 1.9279 1.8164 1.3194 0.1215 -0.3222 0.2032 0.40
H 2.1617 -0.5136 1.4728 3.5448 0.6047 0.2644 0.65
H 1.0976 -2.7688 1.7282 -0.1115 0.3821 -0.7129 0.42
H -2.0250 -3.5732 0.8116 1.0332 1.2822 0.5123 0.34
H 0.8386 2.4440 2.4052 -0.7203 0.1978 -0.9277 0.38
```
Positions in Å, forces in eV/Å.